i | DFT (wB97M-V/def2-TZVPD) results for C2H4N2OS2 in the gas phase.

Structure (XYZ):
```
11
Properties=species:S:1:pos:R:3:lowdin_charge:R:1
C 0.36723 0.21311 -0.52730 -0.24
C -1.28704 -1.49072 -0.01168 -0.70
H 2.31009 2.42810 -0.62849 0.13
H 0.17966 -0.01061 -1.55943 0.09
H -0.57716 0.68783 2.27926 -0.12
H -1.63556 -2.02533 0.82011 0.02
N 1.10177 1.16516 -0.07356 -0.03
N -0.28874 -0.62111 0.35265 -0.52
O 1.62291 1.88308 -1.11468 -0.07
S -0.00531 -0.50214 2.05118 0.84
S -1.78785 -1.72738 -1.58805 0.61
```

## Properties
HOMO-LUMO gap (hartree): 0.3213
SMILES: O/N=C/N(S)C=S
Total charge: 0
Highest occupied orbital energy (eV): -8.93
Multiplicity: 1

=====

ii | DFT (wB97M-V/def2-TZVPD) results for C2H4N2OS2 in the gas phase.

Structure (XYZ):
```
11
Properties=species:S:1:pos:R:3:lowdin_charge:R:1
C 0.32954 0.23504 1.16363 -0.85
C 0.52140 -0.82267 -1.08981 -0.61
H 1.95524 -0.21429 2.35249 0.10
H 1.56322 -1.42877 1.20183 0.11
H -1.47031 1.02052 -0.23042 0.06
H 1.59064 -0.97143 -0.89136 0.07
N 1.43048 -0.47681 1.54343 0.09
N -0.22466 -0.27260 -0.02902 -0.25
O -1.55230 0.05973 -0.27285 -0.04
S -0.14525 1.65192 1.88422 0.67
S -0.15267 -1.03393 -2.59007 0.65
```

## Properties
HOMO-LUMO gap (hartree): 0.3051
SMILES: NC(=S)N(O)C=S
Total charge: 0
Highest occupied orbital energy (eV): -8.93
Multiplicity: 1

=====

iii | DFT (wB97M-V/def2-TZVPD) results for C2H4N2OS2 in the gas phase.

Structure (XYZ):
```
11
Properties=species:S:1:pos:R:3:lowdin_charge:R:1
C -0.18677 -1.09739 -0.60527 -0.15
C -0.36554 -0.35103 -1.68018 -0.19
N 0.37943 -0.93760 0.72999 -0.18
N 0.47342 0.31735 1.28324 -0.94
O -0.85265 0.33580 -2.53247 0.11
S 2.01889 1.13731 0.91216 0.70
S -0.99985 1.28459 1.34734 0.72
H -0.55200 -2.11167 -0.75335 0.12
H -0.23381 -1.49706 1.33183 0.12
H 1.45380 1.89403 -0.03208 -0.17
H -1.13492 1.02566 -0.00121 -0.14
```

## Properties
HOMO-LUMO gap (hartree): 0.3156
SMILES: O=C=CNN(S)S
Total charge: 0
Highest occupied orbital energy (eV): -8.54
Multiplicity: 1

=====

Stability order, top to bottom: ii, i, iii

=====

i | DFT (wB97M-V/def2-TZVPD) results for C6H11NO4S in the gas phase.

Structure (XYZ):
```
23
Properties=species:S:1:pos:R:3:lowdin_charge:R:1
C 1.69181 1.19795 -0.03555 -0.53
C -1.32077 1.71819 -0.46901 -0.16
C -0.48307 0.73848 -1.23124 -0.11
C -1.47297 1.05081 0.92913 -0.17
C 0.49580 0.25923 -0.11196 -0.42
C -0.36363 -2.67082 -0.34052 -0.06
N -0.14902 0.41492 1.19419 -0.01
O 1.77093 2.15541 -0.77637 0.12
O 2.49623 0.91880 0.96325 0.10
O 1.68233 -1.74242 1.16283 -0.33
O 1.90559 -1.75103 -1.30884 -0.29
S 1.13209 -1.48308 -0.15882 0.71
H -0.84205 2.72850 -0.29026 0.15
H -2.25909 1.90233 -0.79215 0.07
H -0.91311 -0.23797 -1.74788 0.16
H 0.05949 1.20372 -2.04352 0.11
H -1.44920 1.89040 1.72042 0.14
H -2.37100 0.46679 0.94837 0.10
H -0.52950 -2.77716 -1.37831 0.04
H 0.11003 -3.46808 0.22818 0.06
H -1.11693 -2.16718 0.25652 0.05
H 2.26967 -0.02555 1.41897 0.15
H -0.34365 -0.32225 1.86257 0.12
```

## Properties
HOMO-LUMO gap (hartree): 0.3590
SMILES: CS(=O)(=O)[C@@]1(C(=O)O)CCCN1
Total charge: 0
Highest occupied orbital energy (eV): -9.47
Multiplicity: 1

=====

ii | DFT (wB97M-V/def2-TZVPD) results for C6H11NO4S as an isolated structure.

Structure (XYZ):
```
23
Properties=species:S:1:pos:R:3:lowdin_charge:R:1
C -0.28736 2.96674 1.07738 0.09
C 0.57477 1.97745 0.87524 -0.08
C 0.98945 1.61120 -0.48615 -0.51
C -1.26556 -0.91468 0.85201 -0.14
C -1.59485 -1.07750 -1.52300 -0.13
C 0.82538 -1.65543 -0.56610 -0.07
N -0.72690 -0.66051 -0.45869 -0.19
O 1.99356 0.66948 -0.55570 -0.12
O 0.59999 2.11208 -1.50111 0.14
O 3.35113 -1.27846 -0.08858 -0.24
O 1.77996 -0.54689 1.63454 -0.28
S 2.08714 -0.71846 0.24797 0.62
H -0.58628 3.26475 2.06865 0.07
H -0.70683 3.51008 0.24515 0.08
H 1.02583 1.41797 1.67854 0.09
H -1.70718 -1.91754 0.95199 0.09
H -0.48531 -0.78433 1.60032 0.06
H -2.04884 -0.17426 1.03098 0.09
H -1.93362 -2.11615 -1.43731 0.08
H -2.46964 -0.42487 -1.49083 0.09
H -1.09596 -0.93329 -2.47937 0.09
H 0.63222 -2.58872 -0.05983 0.09
H 1.04887 -1.73866 -1.61610 0.09
```

## Properties
HOMO-LUMO gap (hartree): 0.3579
Total charge: 0
Highest occupied orbital energy (eV): -9.62
Multiplicity: 1

=====

Stability order, top to bottom: i, ii

=====

i | DFT (wB97M-V/def2-TZVPD) results for a 2-piece molecular cluster, C4H12NO3 overall.

Structure (XYZ):
```
20
Properties=species:S:1:pos:R:3:lowdin_charge:R:1
C -0.40921 1.49543 0.77837 -0.25
O -1.33639 0.92473 1.68565 -0.12
C -0.34696 0.67544 -0.53963 -0.34
C 0.34901 -0.71621 -0.31660 -0.55
C 1.94330 -0.53563 -0.31664 -0.08
O -0.04254 -1.35896 0.80764 -0.30
N 0.36436 1.48803 -1.54437 0.01
H 0.58524 1.60404 1.23696 0.11
H -0.85543 2.48032 0.65915 0.10
H -1.35519 0.43459 -0.89840 0.13
H 0.18816 -1.33738 -1.22940 0.11
H 2.39709 -1.22003 0.40735 0.06
H 2.40222 -0.58775 -1.29752 0.04
H 2.16733 0.36159 0.27502 0.05
H -1.04297 -0.01795 1.60661 0.05
H 0.86397 0.85306 -2.14867 0.04
H 1.06917 2.10120 -1.16310 0.05
H -2.69200 -1.68775 0.25612 0.02
H -1.66407 -2.40303 1.03996 0.01
O -2.58510 -2.55375 0.70148 -0.14
```

## Properties
HOMO-LUMO gap (hartree): 0.2842
Total charge: -1
Highest occupied orbital energy (eV): -3.70
Multiplicity: 1

=====

ii | DFT (wB97M-V/def2-TZVPD) results for a 2-piece molecular cluster, C4H12NO3 overall.

Structure (XYZ):
```
20
Properties=species:S:1:pos:R:3:lowdin_charge:R:1
C -0.24320 -0.23226 0.81993 -0.26
C -1.60717 0.01832 0.12536 -0.16
C -2.11145 1.46537 0.41894 -0.22
O -1.00462 2.24473 1.00706 -0.20
N 0.91502 0.16183 0.01819 -0.12
C 2.30182 -0.53879 0.11949 -0.49
O 2.53646 -1.68296 -0.50044 -0.29
H 0.26358 -0.00535 1.79916 0.12
H -0.24315 -1.34589 0.92228 0.11
H -1.68054 -0.25918 -0.91654 0.09
H -2.42889 -0.54140 0.53162 0.08
H -2.19331 1.98327 -0.54328 0.10
H -2.72369 1.43838 1.30034 0.10
H -0.11481 2.05055 0.48063 0.11
H 0.83974 0.48045 -0.91435 0.06
H 2.88502 0.25557 -0.34019 0.06
H 2.60278 -0.55047 1.39568 0.13
H 0.07800 -1.14717 -2.10486 -0.06
H 1.40377 -1.82026 -1.52164 0.00
O 0.52463 -1.97473 -2.09740 -0.17
```

## Properties
HOMO-LUMO gap (hartree): 0.2628
Total charge: -1
Highest occupied orbital energy (eV): -3.60
Multiplicity: 1

=====

Stability order, top to bottom: i, ii

=====

i | DFT (wB97M-V/def2-TZVPD) results for C7H9NO4 in the gas phase.

Structure (XYZ):
```
21
Properties=species:S:1:pos:R:3:lowdin_charge:R:1
C -1.17937 -1.65794 -1.30744 -0.10
C -1.80693 -0.54739 -1.96807 -0.05
C -0.26819 -1.56196 -0.37094 -0.04
C -1.82004 0.57926 -1.24535 0.01
C 0.22957 -0.29848 0.15949 -0.28
C -1.09546 0.76732 0.05714 -0.34
C 1.76313 0.48862 1.65434 -0.10
N -1.95735 0.34571 1.21934 -0.34
O -2.72417 -0.55078 1.04800 0.12
O -1.70530 0.78511 2.31600 0.09
O -0.62249 2.05145 0.31676 0.02
O 0.87317 -0.54050 1.33514 -0.09
H -1.40301 -2.66584 -1.59781 0.11
H -2.50343 -0.78205 -2.75941 0.11
H 0.30123 -2.41839 0.13520 0.16
H -2.50245 1.45187 -1.54506 0.15
H 0.81733 0.29324 -0.49487 0.15
H 1.28326 1.42808 2.20325 0.12
H 2.24423 0.97924 0.86587 0.07
H 2.52747 0.02751 2.38487 0.12
H -0.43762 1.99657 1.31095 0.11
```

## Properties
HOMO-LUMO gap (hartree): 0.3319
SMILES: CO[C@H]1C=CC=C[C@@]1(O)[N+](=O)[O-]
Total charge: 0
Highest occupied orbital energy (eV): -8.99
Multiplicity: 1

=====

ii | DFT (wB97M-V/def2-TZVPD) results for C7H9NO4 as an isolated structure.

Structure (XYZ):
```
21
Properties=species:S:1:pos:R:3:lowdin_charge:R:1
C 0.35285 2.02409 0.16509 -0.07
C -0.55260 2.10527 1.22183 -0.08
C 0.04269 1.32028 -0.97441 0.00
C -1.76641 1.47178 1.11822 -0.01
C -1.18986 0.66765 -1.11050 -0.26
C -2.09295 0.74316 -0.02998 -0.15
C -1.12812 -1.97918 1.61028 -0.07
N -3.37814 0.13128 -0.08242 -0.35
O -3.73249 -0.38061 -1.13946 0.07
O -4.07239 0.15409 0.90771 0.09
O -1.43214 0.00608 -2.23515 0.10
O -1.53455 -1.47535 0.60278 0.00
H 1.30775 2.52160 0.24043 0.11
H -0.30440 2.66425 2.11000 0.10
H 0.73530 1.24963 -1.79756 0.11
H -2.49459 1.51511 1.91384 0.12
H 2.67197 -1.16408 -1.79635 0.01
H -0.06661 -2.22820 1.75816 0.09
H 3.05501 -0.70632 -2.29879 0.01
H -1.78512 -2.21280 2.46146 0.09
H -2.33270 -0.39135 -2.18098 0.10
```

## Properties
HOMO-LUMO gap (hartree): 0.3144
Total charge: 0
Highest occupied orbital energy (eV): -8.97
Multiplicity: 1

=====

Stability order, top to bottom: ii, i

=====

i | DFT (wB97M-V/def2-TZVPD) results for C3H7N3S in the gas phase.

Structure (XYZ):
```
14
Properties=species:S:1:pos:R:3:lowdin_charge:R:1
C 1.24045 -1.39706 0.12541 -0.25
C -0.33190 -1.31951 0.58734 -0.49
C 0.02369 1.62816 0.26714 -0.41
H 1.93840 -1.52154 0.91945 0.06
H 1.77257 -2.27210 -0.46756 0.14
H -0.56316 -0.98483 1.54512 0.02
H -0.82852 -2.36802 0.34366 0.09
H 0.06424 2.65242 0.76439 0.12
H 1.87730 2.08450 -0.39805 0.23
H 2.82989 -0.13945 -0.46573 0.20
N -1.17203 1.30974 0.05278 -0.26
N 1.34899 1.08338 0.15795 -0.10
N 1.59577 -0.14482 -0.61818 -0.14
S -1.56833 -0.41616 -0.32928 0.80
```

## Properties
HOMO-LUMO gap (hartree): 0.3100
SMILES: C1=NSCCNN1
Total charge: 0
Highest occupied orbital energy (eV): -7.98
Multiplicity: 1

=====

ii | DFT (wB97M-V/def2-TZVPD) results for a 2-piece molecular cluster, C3H7N3S overall.

Structure (XYZ):
```
14
Properties=species:S:1:pos:R:3:lowdin_charge:R:1
C -0.76714 -0.76010 1.82736 -0.08
C -0.42792 0.55149 1.07717 -0.48
C 0.74693 0.93293 -1.02963 -0.34
H -1.72857 -1.12402 1.22541 0.10
H -0.96278 -0.81743 2.92688 0.06
H -0.24088 -1.96143 1.64784 0.15
H -0.58464 2.48740 0.69632 0.07
H 0.38413 -0.83018 -0.28561 0.15
H 1.01443 1.97237 -0.93554 0.12
H 2.18507 -1.73679 -3.48219 0.10
N -0.89711 1.77500 1.49510 0.08
N 0.09928 0.26829 -0.11333 -0.02
N 0.91288 0.50551 -2.29955 -0.31
S 0.26632 -1.26303 -2.75023 0.40
```

## Properties
HOMO-LUMO gap (hartree): 0.2747
Total charge: 0
Highest occupied orbital energy (eV): -9.07
Multiplicity: 1

=====

Stability order, top to bottom: i, ii

=====

i | DFT (wB97M-V/def2-TZVPD) results for C3H7N3S in the gas phase.

Structure (XYZ):
```
14
Properties=species:S:1:pos:R:3:lowdin_charge:R:1
C -0.79116 -0.12288 0.01016 -0.48
C -0.02393 0.95251 -0.28184 -0.10
C 1.25717 1.29514 0.31801 -0.29
H -2.33275 -1.17342 -0.71115 0.08
H -2.40948 0.45606 -1.07128 0.10
H 0.53513 -1.11477 1.21679 0.05
H -1.10219 -1.60548 1.39318 0.12
H -0.47399 1.70265 -0.88377 0.09
H 1.33554 2.27651 0.75559 0.09
H 1.51580 -0.96651 -1.12367 -0.16
N -2.11445 -0.25243 -0.38749 0.10
N -0.36971 -1.21379 0.76797 0.09
N 2.36507 0.62320 0.38839 -0.40
S 2.60893 -0.85680 -0.39089 0.71
```

## Properties
HOMO-LUMO gap (hartree): 0.3243
SMILES: NC(N)=C/C=N\S
Total charge: 0
Highest occupied orbital energy (eV): -8.04
Multiplicity: 1

=====

ii | DFT (wB97M-V/def2-TZVPD) results for a 2-piece molecular cluster, C3H7N3S overall.

Structure (XYZ):
```
14
Properties=species:S:1:pos:R:3:lowdin_charge:R:1
C -1.11694 1.19928 0.50260 -0.16
C 0.01955 0.49929 0.41646 -0.43
C -2.32605 0.76204 -0.14792 -0.21
N 2.94568 -0.38909 0.01615 0.00
N -2.48942 -0.39659 -0.60842 -0.07
N -1.50082 -1.29590 -0.82261 -0.34
S 0.17846 -0.76726 -0.72331 0.90
H -1.11415 2.11613 1.05026 0.09
H 0.81066 0.63195 1.06661 0.03
H 2.52292 -0.69851 -0.84213 -0.06
H -3.30549 1.38391 -0.04961 0.14
H 3.33191 -1.14830 0.55530 0.02
H -1.61538 -2.19148 -0.31779 0.09
H 3.65907 0.29452 -0.09560 0.01
```

## Properties
HOMO-LUMO gap (hartree): 0.3000
SMILES: C1=CSNN=C1.N
Total charge: 0
Highest occupied orbital energy (eV): -7.69
Multiplicity: 1

=====

iii | DFT (wB97M-V/def2-TZVPD) results for a 2-piece molecular cluster, C3H7N3S overall.

Structure (XYZ):
```
14
Properties=species:S:1:pos:R:3:lowdin_charge:R:1
C -1.99872 0.17488 -0.13341 -0.11
C -2.03088 -0.85347 -0.97533 -0.11
C 1.67485 -1.06963 -0.06176 -0.42
N 1.31163 3.22579 1.83843 0.18
N 1.42193 2.18803 1.37235 -0.27
N 1.02976 1.32088 0.64393 -0.37
S 1.77818 0.60262 -0.66146 0.80
H -2.35644 -0.14224 0.86969 0.06
H -1.59975 1.22353 -0.37848 0.07
H -1.51659 -0.80015 -1.96388 0.06
H -2.60660 -1.74405 -0.82077 0.04
H 2.49594 -1.29667 0.58833 0.02
H 1.62519 -1.79330 -0.87458 0.04
H 0.77151 -1.03620 0.55694 0.02
```

## Properties
HOMO-LUMO gap (hartree): 0.3339
Total charge: 0
Highest occupied orbital energy (eV): -8.63
Multiplicity: 1

=====

Stability order, top to bottom: i, ii, iii